(1)
Computed, not measured: a 2-piece molecular cluster, C3H9NO2 overall, with the ωB97M-V functional and the def2-TZVPD basis.

The value obtained for the total energy is -324.84437 hartree. For the relative energy (zero: lowest compared OMol25 entry of this formula, charge and spin), the calculation gives 80.5 kcal per mole. The value obtained for the highest occupied orbital energy is -0.3417 Eh. The value obtained for the orbital gap is 10.0 eV. The SMILES is CC=O.NCO. The multiplicity is 1.

```
15
Properties=species:S:1:pos:R:3:forces:R:3:nbo_charge:R:1
O 2.2512 -1.0265 1.4619 -0.91 -1.16 0.04 -0.510
C 1.8828 -2.0932 1.0145 0.30 0.59 -1.30 0.428
C 0.4183 -2.6481 1.0987 0.87 -1.40 1.83 -0.730
H 2.6796 -2.6466 0.3879 -1.22 -0.03 0.82 0.111
H -0.3148 -1.8611 1.2158 0.22 0.44 0.82 0.234
H -0.0072 -3.1759 0.2434 0.95 -0.33 -0.26 0.229
H 0.4148 -3.4311 2.0133 -0.20 1.90 -1.95 0.237
N -2.5021 1.8973 -0.6635 -1.09 2.37 2.12 -0.921
C -1.2242 2.2508 -1.4337 -2.73 2.03 0.52 0.082
O -0.1319 1.3860 -1.2111 0.08 3.26 1.06 -0.683
H -2.8597 2.5399 0.2122 1.98 -1.39 -3.22 0.368
H -2.6876 1.0103 -0.2239 0.83 -0.78 -0.76 0.367
H -1.1665 3.3574 -1.1617 1.22 -1.57 0.04 0.181
H -1.4609 2.3591 -2.5499 0.12 -0.91 1.35 0.150
H -0.4990 0.6335 -1.5760 -0.42 -3.02 -1.13 0.458
```
Positions in Å, forces in eV/Å.



(2)
Computed, not measured: a 2-piece molecular cluster, C3H9NO2 overall, with the ωB97M-V functional and the def2-TZVPD basis.

The value obtained for the total energy is -324.93378 hartree. For the relative energy (zero: lowest compared OMol25 entry of this formula, charge and spin), the calculation gives 24.4 kcal per mole. The value obtained for the highest occupied orbital energy is -0.3533 Eh. The value obtained for the orbital gap is 10.2 eV. The SMILES is CC(N)=O.CO. The multiplicity is 1.

```
15
Properties=species:S:1:pos:R:3:forces:R:3:nbo_charge:R:1
C 1.9815 0.9583 0.5602 0.12 1.23 -0.18 -0.728
C 1.7265 -0.5312 0.5618 0.65 0.46 -0.33 0.677
O 1.9326 -1.2202 1.5313 -0.06 -0.29 0.26 -0.594
N 1.4490 -1.0499 -0.6825 -0.41 -0.56 -0.22 -0.838
H 1.3162 -2.0536 -0.7113 0.00 0.12 0.30 0.388
H 0.7642 -0.5815 -1.2553 0.11 0.37 0.03 0.397
H 2.6440 1.2690 -0.2582 -0.11 -0.44 0.00 0.229
H 2.4734 1.3162 1.4673 -0.25 -0.46 0.10 0.236
H 1.0911 1.5832 0.4155 -0.14 -0.42 0.09 0.230
C -2.7341 0.0364 0.0822 0.38 -0.96 -0.60 -0.250
O -1.7554 0.0565 -0.9543 0.81 -0.09 -0.18 -0.756
H -2.0621 0.3270 -1.8273 -0.53 0.02 0.48 0.473
H -3.5156 -0.6948 -0.1560 -0.44 0.65 -0.19 0.169
H -2.2490 -0.4651 0.9210 0.20 0.62 0.20 0.192
H -3.0623 1.0498 0.3056 -0.33 -0.22 0.23 0.174
```
Positions in Å, forces in eV/Å.



(3)
Computed, not measured: a 2-piece molecular cluster, C3H9NO2 overall, with the ωB97M-V functional and the def2-TZVPD basis.

The value obtained for the total energy is -324.87885 hartree. For the relative energy (zero: lowest compared OMol25 entry of this formula, charge and spin), the calculation gives 58.8 kcal per mole. The value obtained for the highest occupied orbital energy is -0.3577 Eh. The value obtained for the orbital gap is 10.2 eV. The SMILES is CNC(C)=O.O. The multiplicity is 1.

```
15
Properties=species:S:1:pos:R:3:forces:R:3:nbo_charge:R:1
C -1.6399 -1.3681 0.3452 -3.35 -0.47 2.27 -0.741
C -1.1142 0.0189 -0.0761 -0.82 -2.47 -0.62 0.662
C 0.6970 1.6047 0.4341 2.37 -1.19 -0.10 -0.423
H 2.3051 -0.1919 -0.7440 -0.06 -0.39 -0.12 0.469
H 2.5009 -1.6573 -0.3124 -1.28 -2.20 -0.15 0.466
H -1.4781 -1.6999 1.4555 0.35 0.76 -2.04 0.216
H -1.4360 -2.1975 -0.3143 0.64 -0.04 -0.33 0.234
H -2.8234 -1.3618 0.3209 2.29 0.40 -0.16 0.244
H 0.6868 -0.5581 0.8687 -1.99 2.72 -0.88 0.419
H 0.0657 2.4992 0.0679 0.68 -1.97 0.82 0.257
H 1.0599 1.6650 1.6114 -0.12 0.80 -3.53 0.226
H 1.5040 1.3202 -0.4623 -1.14 2.27 2.71 0.170
N 0.0805 0.2805 0.4830 0.28 -1.06 1.03 -0.655
O 2.9055 -0.8340 -0.3554 1.49 2.31 0.19 -0.930
O -1.7313 0.6697 -0.9061 0.68 0.53 0.89 -0.615
```
Positions in Å, forces in eV/Å.



(4)
Computed, not measured: a 2-piece molecular cluster, C3H9NO2 overall, with the ωB97M-V functional and the def2-TZVPD basis.

The value obtained for the total energy is -324.94179 hartree. For the relative energy (zero: lowest compared OMol25 entry of this formula, charge and spin), the calculation gives 19.3 kcal per mole. The value obtained for the highest occupied orbital energy is -0.3566 Eh. The value obtained for the orbital gap is 10.3 eV. The SMILES is O=CO.CCN. The multiplicity is 1.

```
15
Properties=species:S:1:pos:R:3:forces:R:3:nbo_charge:R:1
O -3.3894 -0.9431 0.0148 0.23 -0.28 0.19 -0.594
C -2.2061 -1.1632 0.0119 -0.01 0.34 -0.64 0.647
O -1.3862 -1.0160 1.0257 -0.24 0.19 0.45 -0.722
H -1.6785 -1.4710 -0.9262 -0.21 -0.02 0.19 0.054
C 0.3247 1.5139 -0.3918 0.21 -0.07 -0.04 -0.625
C 1.3125 0.5822 0.2891 -0.12 0.24 0.09 -0.218
N 0.9362 -0.8358 0.0924 0.92 0.57 -0.52 -0.809
H 0.6655 2.5511 -0.3289 -0.06 -0.17 -0.04 0.223
H 0.2070 1.2401 -1.4394 0.09 0.10 -0.17 0.202
H -0.6511 1.4375 0.0623 -0.32 0.04 0.21 0.228
H 2.3230 0.7968 -0.0610 0.09 -0.13 -0.05 0.181
H 1.2976 0.7467 1.3657 0.05 0.10 0.05 0.199
H -0.4013 -0.9724 0.6813 -0.66 -0.50 0.08 0.481
H 1.6602 -1.3991 0.4952 0.25 -0.49 0.50 0.380
H 0.9859 -1.0678 -0.8912 -0.23 0.08 -0.29 0.372
```
Positions in Å, forces in eV/Å.



(5)
Computed, not measured: a 2-piece molecular cluster, C3H9NO2 overall, with the ωB97M-V functional and the def2-TZVPD basis.

The value obtained for the total energy is -324.89653 hartree. For the relative energy (zero: lowest compared OMol25 entry of this formula, charge and spin), the calculation gives 47.7 kcal per mole. The value obtained for the highest occupied orbital energy is -0.3394 Eh. The value obtained for the orbital gap is 10.0 eV. The SMILES is CNCC=O.O. The multiplicity is 1.

```
15
Properties=species:S:1:pos:R:3:forces:R:3:nbo_charge:R:1
C 2.1998 -0.1820 -1.7308 -0.62 0.25 -0.32 -0.412
N 0.9087 -0.4095 -1.0615 0.83 0.34 -0.28 -0.610
C 0.3566 0.8372 -0.5447 -0.62 -0.03 0.18 -0.329
C -1.0895 0.5554 -0.1736 0.68 -0.45 0.93 0.470
O -2.1147 0.9351 -0.6475 -0.09 0.35 -0.44 -0.501
H 2.6352 -1.1662 -1.8658 0.46 0.15 -0.15 0.205
H 2.8641 0.5353 -1.2387 0.19 -0.37 0.58 0.169
H 2.0426 0.3000 -2.6958 -0.23 -0.34 -0.26 0.191
H 1.1037 -1.0796 -0.3281 -0.36 0.17 0.26 0.357
H 0.8136 1.1597 0.4035 0.24 0.11 -0.13 0.183
H 0.4613 1.6358 -1.2768 -0.10 -0.09 -0.15 0.208
H -1.0783 -0.1116 0.7275 -0.36 -0.09 -0.19 0.068
H -1.1084 -1.6504 2.7267 -0.55 -0.10 -0.15 0.471
H -1.0673 -0.8418 4.0608 0.01 -0.27 -0.44 0.476
O -0.5308 -1.2959 3.3946 0.53 0.37 0.57 -0.946
```
Positions in Å, forces in eV/Å.



(6)
Computed, not measured: a 2-piece molecular cluster, C3H9NO2 overall, with the ωB97M-V functional and the def2-TZVPD basis.

The value obtained for the total energy is -324.59425 hartree. The charge is +1. For the relative energy (zero: lowest compared OMol25 entry of this formula, charge and spin), the calculation gives 19.6 kcal per mole. The value obtained for the highest occupied orbital energy (spin up / spin down) is -0.5181 / -0.5181 Eh. The value obtained for the orbital gap (spin up / spin down) is 9.4 / 4.8 eV. The multiplicity is 2.

```
15
Properties=species:S:1:pos:R:3:forces:R:3:nbo_charge:R:1
C -1.0158 0.6398 0.6465 1.23 -1.22 -0.02 -0.612
C -1.2851 0.1966 -0.8058 -1.53 1.69 0.29 -0.517
C -0.3528 -0.7896 -1.4171 1.03 -0.73 2.08 0.666
N 0.5636 -1.4516 -0.6491 -0.90 -0.06 -0.39 -0.709
O -0.4330 -0.9756 -2.6250 0.47 -0.10 -1.20 -0.043
H -1.6389 0.1293 1.3810 -0.14 0.05 -0.22 0.245
H 0.0201 0.3389 0.8698 -0.23 0.46 0.33 0.229
H -1.0772 1.7113 0.7795 -0.14 0.11 -0.18 0.263
H -1.2954 1.1093 -1.4350 0.31 -0.59 -0.07 0.295
H -2.3128 -0.1595 -0.9302 0.13 -0.34 -0.10 0.293
H 0.1798 -1.8290 0.2139 0.12 0.61 0.29 0.442
H 1.3065 -2.0531 -0.9945 -0.33 0.13 -0.75 0.449
H 2.5068 2.2385 2.8854 0.36 0.43 0.54 0.479
H 2.1075 2.0021 4.4272 0.46 0.46 -0.15 0.490
O 1.9756 1.7511 3.5130 -0.84 -0.90 -0.45 -0.969
```
Positions in Å, forces in eV/Å.